This record from the Open Molecules 2025 dataset describes 6 unconnected molecules or ions with the total composition C37H65B2BrO27S2 at a distorted geometry. The level of theory is the ωB97M-V functional and the def2-TZVPD basis.

The geometry in XYZ format:
```
134
Properties=species:S:1:pos:R:3:forces:R:3
C 1.160680 -2.591988 1.068642 0.028 -0.788 -0.348
C 0.679021 -2.954147 -0.392688 0.786 0.132 0.532
O 0.068087 -1.811232 -1.036666 -0.407 -0.389 -0.023
C -1.264920 -2.127199 -1.398519 -0.242 -1.480 0.363
C -2.132431 -1.088803 -2.162014 -1.441 -0.570 0.641
O -2.217145 -1.370527 -3.600775 1.382 1.130 0.429
S -0.646157 -1.300128 -4.121002 0.242 -2.294 -0.783
O -0.575299 -2.237858 -5.239436 -0.172 1.596 0.971
O -0.500804 0.196966 -4.754163 -0.811 -0.190 -0.131
C -0.574549 1.349545 -3.926797 1.585 2.323 -0.549
O -1.411472 2.308061 -4.637540 -0.574 -1.826 -0.173
B -1.668277 1.807098 -5.965099 -0.228 -0.552 -1.030
O -0.760052 2.050343 -7.020599 -0.927 0.624 1.272
O -2.844089 1.087518 -6.284662 0.679 1.825 0.576
C -0.841193 1.304999 -2.379797 1.068 0.592 0.399
B -0.972944 2.921013 -2.071938 1.070 1.366 0.255
O -2.000933 3.549518 -1.343847 0.306 -1.245 0.169
O 0.091030 3.765476 -2.471428 -1.644 -1.044 -0.291
C -0.382581 4.880026 -3.265279 0.621 0.366 -1.285
C 0.580381 1.082184 -1.698104 2.679 -0.698 1.517
C 1.703495 0.383764 -2.334075 0.422 0.689 1.121
C 3.014557 0.222565 -1.712879 -0.869 0.861 1.157
C 3.301859 0.745179 -0.384766 -2.623 0.390 -1.268
C 2.214196 1.459908 0.269890 0.182 -0.798 -1.306
C 0.920747 1.628166 -0.367634 0.644 -0.830 -0.512
C -2.055653 0.456467 -1.803044 -1.128 -0.547 -0.291
C -2.035448 0.478487 -0.223408 1.122 -0.163 0.644
C -3.069583 -0.354417 0.555823 -0.374 0.086 0.335
O -4.135345 -0.769885 0.268891 0.526 0.313 -0.649
Br -2.522191 -0.758377 2.450207 0.316 0.361 -0.492
C -3.436140 1.022136 -2.439772 0.693 -0.301 -0.178
S -4.624015 1.903549 -1.369807 -5.179 2.863 -2.863
O -5.878604 1.132770 -1.298055 2.357 -0.415 0.877
O -4.991711 3.209918 -2.015016 2.285 -1.976 1.332
H 0.966469 -3.496503 1.704361 0.202 0.953 -0.309
H 0.643004 -1.697603 1.498309 0.332 -0.811 -0.477
H 2.266839 -2.429163 1.073322 -0.964 0.071 0.051
H 1.577331 -3.249873 -0.994408 -0.796 0.267 0.351
H -0.011102 -3.841289 -0.388543 0.452 0.931 0.048
H -1.807663 -2.454529 -0.454686 0.285 0.581 -0.882
H -1.242290 -3.075089 -2.023409 -0.285 1.028 0.365
H -3.180819 -1.396063 -1.867431 1.170 0.420 -0.128
H 0.434763 1.848964 -4.046364 -0.926 -0.870 0.523
H -1.144688 2.735588 -7.597257 0.297 -0.655 -0.027
H -3.621311 1.552606 -5.925532 0.216 -0.643 0.093
H -1.794115 3.548464 -0.392677 -0.135 0.388 -0.499
H -0.157503 5.867954 -2.796683 -0.456 -0.894 -0.044
H -1.450472 4.743134 -3.567739 0.809 0.444 0.530
H 0.210739 4.850001 -4.226669 -0.597 0.018 0.949
H 1.620475 -0.027211 -3.361521 -0.081 0.330 0.906
H 3.844172 -0.308234 -2.244092 -1.083 0.513 0.335
H 4.291419 0.623411 0.099238 -0.857 0.084 -0.438
H 2.396884 1.868948 1.295352 -0.394 -0.316 -1.113
H 0.167318 2.178255 0.256520 0.683 -0.512 -0.820
H -1.052029 0.043080 0.125710 -0.886 0.520 -0.542
H -2.047860 1.516566 0.214614 -0.152 -1.067 -0.436
H -3.268966 1.720866 -3.295465 0.104 -0.241 0.986
H -4.051146 0.195185 -2.896737 0.494 0.759 0.857
H -4.178949 2.233376 -0.110270 0.409 -0.626 -0.509
C 3.196926 5.323421 -0.783403 0.001 0.217 0.270
C 3.541955 5.729318 -2.201721 0.082 -0.577 0.199
O 3.128242 7.075456 -2.475003 0.096 0.222 -0.145
C 3.904373 8.033210 -1.957840 -0.180 -0.083 0.091
O 4.902380 7.863748 -1.304764 -0.097 0.059 -0.156
O 3.366411 9.218840 -2.271275 0.084 -0.191 -0.038
C 4.042769 10.333142 -1.689724 0.107 0.372 0.084
H 2.134054 5.482777 -0.587949 -0.013 -0.153 -0.122
H 3.435715 4.271766 -0.615110 -0.066 0.007 -0.084
H 3.747775 5.919257 -0.053811 0.090 -0.043 -0.109
H 3.001391 5.090985 -2.902124 -0.102 0.278 -0.069
H 4.607166 5.606115 -2.408674 -0.033 0.208 0.089
H 5.107090 10.317167 -1.923828 -0.055 -0.121 0.108
H 3.888124 10.340443 -0.610007 0.147 -0.060 -0.036
H 3.608771 11.238908 -2.109863 -0.142 -0.210 -0.094
C 6.238917 -6.149151 4.733902 -0.271 -0.186 0.068
C 5.975369 -4.693715 4.401551 0.558 -0.223 0.212
O 4.646280 -4.506121 3.896202 -0.225 0.220 0.022
C 3.673669 -4.526607 4.813130 0.117 -0.202 -0.112
O 3.818035 -4.677540 5.999067 -0.062 0.118 -0.157
O 2.502485 -4.375413 4.180453 0.163 0.070 0.037
C 1.364873 -4.484549 5.035971 -0.367 0.004 0.130
H 6.025874 -6.784349 3.871735 0.151 0.062 -0.032
H 7.278020 -6.293707 5.033972 -0.016 0.043 -0.063
H 5.597989 -6.492033 5.547226 0.074 0.112 0.032
H 6.655033 -4.373792 3.610760 -0.294 0.070 -0.122
H 6.153370 -4.044881 5.261865 -0.218 -0.067 0.005
H 1.438484 -3.802318 5.882724 0.107 -0.132 0.000
H 1.255768 -5.513456 5.381034 0.068 0.093 0.117
H 0.485265 -4.218235 4.451577 0.205 0.006 -0.165
C -8.617225 1.884307 -2.895015 -0.363 -0.004 -0.118
C -7.671017 2.787863 -3.659289 -0.181 -0.119 0.617
O -7.896084 2.688273 -5.077497 -0.063 0.254 -0.321
C -8.970062 3.332036 -5.538920 0.107 -0.274 0.190
O -9.746035 3.982706 -4.886079 0.098 0.005 -0.201
O -9.053265 3.110547 -6.859751 0.059 0.088 0.115
C -10.221995 3.660290 -7.465087 -0.233 0.098 -0.250
H -8.547173 0.858018 -3.262186 0.161 0.015 0.094
H -8.384334 1.898099 -1.830299 0.105 -0.026 -0.078
H -9.654697 2.198553 -3.023273 0.076 0.097 0.020
H -6.649781 2.476805 -3.479662 0.061 -0.019 -0.311
H -7.748143 3.825179 -3.327840 -0.128 -0.032 -0.185
H -10.320935 4.722975 -7.243600 -0.034 -0.105 0.132
H -11.105997 3.115592 -7.130735 0.008 0.146 0.079
H -10.124618 3.538174 -8.542762 0.206 -0.123 0.111
C -4.640744 3.162983 6.090512 0.100 0.261 0.166
C -3.577967 2.389806 5.335052 -0.536 -0.238 0.215
O -2.525134 3.254746 4.885456 0.295 -0.032 -0.066
C -1.652853 3.637739 5.824108 -0.182 0.113 -0.039
O -1.672430 3.317859 6.984605 0.079 -0.004 -0.185
O -0.763352 4.461184 5.253851 -0.099 -0.192 0.001
C 0.170526 5.029782 6.172320 0.314 0.205 0.155
H -5.010365 3.994892 5.487376 -0.060 -0.134 -0.078
H -5.477194 2.512815 6.351100 0.034 -0.001 -0.067
H -4.240161 3.589978 7.010827 0.019 -0.137 -0.011
H -4.019187 1.947716 4.440666 0.256 0.154 -0.115
H -3.172813 1.570899 5.933302 0.119 0.185 0.038
H 0.674702 4.258059 6.753771 -0.169 0.022 0.035
H -0.337589 5.735028 6.831005 0.023 -0.143 0.074
H 0.916771 5.570405 5.592490 -0.189 -0.087 -0.172
C 4.876826 -12.728670 2.645844 0.088 -0.043 0.304
C 5.643991 -11.702584 1.835333 -0.283 -0.476 -0.241
O 6.127864 -10.638044 2.665235 0.245 0.168 0.016
C 7.200561 -10.929459 3.408384 -0.225 -0.035 0.062
O 7.783819 -11.982857 3.431780 -0.010 0.194 -0.042
O 7.500970 -9.852128 4.144979 -0.029 -0.080 -0.177
C 8.569698 -10.062051 5.067713 0.278 0.065 0.271
H 4.079812 -12.247549 3.216629 -0.050 0.014 -0.155
H 4.439959 -13.485968 1.993076 0.001 0.070 -0.015
H 5.525700 -13.230470 3.364806 0.046 -0.006 -0.131
H 4.976308 -11.245289 1.104190 0.120 0.252 0.160
H 6.465951 -12.159735 1.280433 0.070 0.053 0.205
H 9.457065 -10.447445 4.565822 -0.133 -0.108 0.011
H 8.250718 -10.742140 5.858482 0.091 -0.077 -0.110
H 8.814317 -9.099544 5.514191 -0.216 0.037 -0.154
```
Positions in Å, forces in eV/Å.

Its total energy is -6900.48945 Ha. Its HOMO-LUMO gap is 9.284 eV. As for the LUMO energy: -0.36 eV.

Results of the Mulliken charge analysis, in e, for atoms 1 through 8: atom 1 (C): -0.68, atom 2 (C): -0.74, atom 3 (O): 0.48, atom 4 (C): -1.77, atom 5 (C): -1.20, atom 6 (O): -0.69, atom 7 (S): 0.77, atom 8 (O): -0.73